(1)
# C8H18O2

A cluster of 2 separate species, C8H18O2 in total (ωB97M-V/def2-TZVPD, the OMol25 dataset).

Computed properties:
* structure (SMILES): C=C(C)C(C)C.CC(O)O
* LUMO level: 0.9320 eV
* ΔE to the lowest compared entry with this formula, charge and spin: 55.1 kcal/mol
* multiplicity: 1

Positions of all 28 atoms, in Å:
1 C -2.23810 -0.08725 -0.31027
2 C -3.38239 -0.42035 -1.26472
3 O -2.67824 0.71472 0.77577
4 O -1.23866 0.54261 -1.02406
5 H -2.95536 1.56571 0.40988
6 H -0.18618 0.53010 -0.60435
7 H -1.88121 -1.01111 0.17778
8 H -3.73296 0.49575 -1.73858
9 H -4.20274 -0.88356 -0.71993
10 H -3.02964 -1.10061 -2.03642
11 C 1.66050 -0.15537 -0.47686
12 C 3.08848 -0.27837 0.04803
13 C 1.09909 -1.53699 -0.79292
14 C 0.38286 0.03592 1.92246
15 C 0.85972 0.76455 0.70818
16 C 0.89438 2.08316 0.59790
17 H 1.68377 0.44948 -1.38859
18 H 3.53491 0.69859 0.21836
19 H 3.10680 -0.83679 0.98310
20 H 0.11231 -1.45533 -1.23973
21 H 1.04158 -2.16211 0.09641
22 H 1.73298 -2.02623 -1.53329
23 H 3.71022 -0.80251 -0.67830
24 H 0.90036 0.41484 2.80475
25 H 0.57501 -1.03273 1.87031
26 H -0.68457 0.19644 2.06585
27 H 1.26782 2.58450 -0.28082
28 H 0.55929 2.71295 1.41007

Forces on atoms 1 to 3 (eV/Å):
0.1 -0.4 0.4
0.3 0.1 0.2
-0.1 0.1 0.1

=====

(2)
# H3IO3P

The ion H3IO3P with charge +1 (ωB97M-V/def2-TZVPD, the OMol25 dataset).

Computed properties:
* LUMO level: -5.5650 eV
* ΔE to the lowest compared entry with this formula, charge and spin: 4.7 kcal/mol
* charge: +1
* multiplicity: 1

Positions of all 8 atoms, in Å:
1 O -0.44467 -0.77624 -1.27699
2 O -0.54094 -0.59200 1.19087
3 O -0.27404 1.57347 -0.27536
4 P 0.16721 0.00723 -0.03388
5 I 2.63479 0.16598 -0.15672
6 H -0.18230 -1.68073 -1.52021
7 H -0.25299 -0.55356 2.10513
8 H -1.10705 1.85585 -0.03284

Forces on atoms 1 to 3 (eV/Å):
0.6 0.9 1.1
-0.2 -0.4 0.0
4.2 -3.9 -0.4

=====

Respective strongest force on any atom values: 4.91, 5.73 eV/Å.